An isolated ion of composition C6H7Br2NO4PS and charge -1 at a distorted geometry, computed with wB97M-V/def2-TZVPD.

Calculated values
Net charge: -1
Orbital gap in Ha: 0.175
M in g mol⁻¹: 380.0

Structure (XYZ):
```
22
C6H7Br2NO4PS | OMol25 | wB97M-V/def2-TZVPD
C -3.52878 -0.58343 -1.91875
P -2.62438 -0.62785 -0.26030
O -2.19542 -2.29383 -0.02587
C -0.98602 0.31547 -0.43005
N 0.12277 -0.64856 -0.72979
C 0.74657 -0.35991 -1.81874
S 1.88494 0.12439 -2.93640
O -0.80236 1.09462 0.77308
C 0.58195 1.25862 1.09899
O 1.29041 2.20849 0.71066
C 1.31121 0.18563 2.07180
C 2.74161 0.71686 2.57443
O 2.89473 1.67346 3.36695
Br 4.33605 -0.21604 1.82995
H -4.58113 -0.98772 -1.77038
H -3.00444 -1.29770 -2.65771
H -3.51920 0.47224 -2.35653
H -1.82017 -2.60120 -0.89184
H -1.05369 1.04713 -1.30405
H 1.48842 -0.78729 1.49322
H 0.57387 -0.02072 2.91772
Br 6.14307 1.32735 0.26361
```

=====

C6H7BrFN as an isolated structure at a distorted geometry, computed with wB97M-V/def2-TZVPD.

Calculated values
Net charge: 0
Orbital gap in Ha: 0.346
M in g mol⁻¹: 192.0
Energy relative to the best compared isomer or geometry (same formula, charge and spin) in eV: 1.172

Structure (XYZ):
```
16
C6H7BrFN | OMol25 | wB97M-V/def2-TZVPD
C -0.91086 -1.94340 -0.00811
C -0.65917 -1.38689 1.11778
C -0.53073 -1.19489 -1.21091
C -0.10738 0.12976 1.11069
C 0.77724 0.33087 -0.08955
C 0.78409 2.19851 -0.59583
N 0.28750 -0.22275 -1.33708
F -1.30323 0.83110 1.04129
Br 2.63509 -0.14589 0.10970
H -1.54910 -2.86633 -0.20156
H -0.89025 -1.95371 2.07072
H -1.02999 -1.56514 -2.10657
H 0.27392 0.37660 2.10746
H 1.63615 2.73636 -0.17112
H -0.18407 2.57117 -0.27399
H 0.77080 2.10463 -1.56295
```

=====

C6H7BrO3 in the gas phase, computed with wB97M-V/def2-TZVPD.

Calculated values
Net charge: 0
Orbital gap in Ha: 0.336
SMILES: C#CCCCOC(=O)OBr
M in g mol⁻¹: 207.0
Energy relative to the best compared isomer or geometry (same formula, charge and spin) in eV: 2.779

Structure (XYZ):
```
17
C6H7BrO3 | OMol25 | wB97M-V/def2-TZVPD
C -2.31817 0.58608 3.05313
C -1.87985 0.77275 1.95575
C -1.35929 0.97234 0.61533
C -0.84988 -0.34420 -0.03226
C 0.58385 -0.14719 -0.47407
O 0.96416 -1.24879 -1.32787
C 2.26508 -1.42510 -1.55958
O 2.76859 -2.49030 -1.74142
O 3.04845 -0.28351 -1.49418
Br 2.66884 0.86315 -2.87379
H -2.70407 0.70791 4.03474
H -2.13787 1.41172 0.00391
H -0.53502 1.67511 0.70619
H -1.44719 -0.53827 -0.91700
H -0.93962 -1.17068 0.65819
H 0.64889 0.79096 -1.01074
H 1.22309 -0.13197 0.40366
```

=====

C6H7Cl in the gas phase at a distorted geometry, computed with wB97M-V/def2-TZVPD.

Calculated values
Net charge: 0
Orbital gap in Ha: 0.281
SMILES: C=C/C=C/C(=C)Cl
M in g mol⁻¹: 114.6
Energy relative to the best compared isomer or geometry (same formula, charge and spin) in eV: 4.489

Structure (XYZ):
```
14
C6H7Cl | OMol25 | wB97M-V/def2-TZVPD
C -3.47733 -0.27178 -0.08691
C -2.35487 0.45962 -0.11597
C -1.12430 0.02000 0.06980
C -0.12598 0.92221 0.47775
C 1.27578 0.55395 0.03448
C 2.58849 1.19815 -0.30554
Cl 1.45457 -1.25157 0.03108
H -4.47748 0.04449 -0.80387
H -3.44818 -1.39288 0.47261
H -2.51954 1.44234 -0.34801
H -0.83886 -1.01526 -0.45068
H -0.19722 1.97295 0.76358
H 2.69881 2.31604 -0.07454
H 3.36401 0.61606 -0.52913
```

=====

A 2-piece molecular cluster, C6H7Cl2IO2 overall, computed with wB97M-V/def2-TZVPD.

Calculated values
Net charge: 0
Orbital gap in Ha: 0.367
SMILES: C#CC(=O)OCI.ClCCCl
M in g mol⁻¹: 308.9
Energy relative to the best compared isomer or geometry (same formula, charge and spin) in eV: 0.000

Structure (XYZ):
```
18
C6H7Cl2IO2 | OMol25 | wB97M-V/def2-TZVPD
C 0.65601 -0.71631 4.07185
C 1.48870 -0.94029 3.24031
C 2.36807 -1.14035 2.09285
O 3.10212 -2.07858 1.99460
O 2.31072 -0.21265 1.10502
C 1.45620 0.91183 1.28627
I 1.58382 2.07253 -0.50494
H -0.09992 -0.49012 4.78667
H 0.41555 0.61456 1.36179
H 1.76257 1.52681 2.12549
Cl -1.78533 0.13815 -0.60117
C -2.22396 -0.44240 -2.22771
C -1.52569 0.34332 -3.30778
Cl -2.10752 2.02530 -3.39804
H -3.30490 -0.38180 -2.32279
H -1.92453 -1.48751 -2.28540
H -1.72026 -0.11498 -4.27595
H -0.45166 0.37247 -3.14108
```

=====

C6H7Cl2N in the gas phase at a distorted geometry, computed with wB97M-V/def2-TZVPD.

Calculated values
Net charge: 0
Orbital gap in Ha: 0.312
SMILES: CN1C(Cl)=CC=C[C@@H]1Cl
M in g mol⁻¹: 164.0
Energy relative to the best compared isomer or geometry (same formula, charge and spin) in eV: 1.129

Structure (XYZ):
```
16
C6H7Cl2N | OMol25 | wB97M-V/def2-TZVPD
C 0.33705 -2.00161 -0.65883
N 0.14918 -0.57061 -0.35127
C 1.14513 0.11389 0.19725
Cl 2.73788 -0.71710 0.36628
C 1.11874 1.38898 0.72599
C -0.15244 2.01417 0.59294
C -1.11622 1.42982 -0.10844
C -1.10952 0.03590 -0.44634
Cl -2.33566 -1.05640 0.77182
H 1.34757 -2.05299 -1.01198
H 0.36428 -2.61857 0.20950
H -0.35507 -2.40209 -1.54115
H 1.92945 1.72513 1.43754
H -0.25330 2.93129 1.14214
H -2.13719 1.92523 -0.03617
H -1.66987 -0.14503 -1.28927
```

=====

E_LUMO, respectively: 0.059, 0.000, -0.043, -0.022, 0.011, 0.015 hartree.
HOMO energy, respectively: -3.175, -9.416, -10.318, -8.248, -9.678, -8.066 eV.